A 4-piece molecular cluster, C8H24O8 overall at a distorted geometry, computed with ωB97M-V/def2-TZVPD.

ORCA input file:
```
! wB97M-V def2-TZVPD RIJCOSX def2/J DEFGRID3
* xyz 0 1
O -1.8498 -14.6920 16.8712
C -0.4170 -14.7663 16.8340
C 0.3118 -13.8325 17.7821
O -0.5077 -12.7522 18.2661
H -2.0737 -13.8978 17.3618
H -0.1321 -15.8050 17.0011
H -0.2456 -14.4260 15.8128
H 1.1587 -13.3598 17.2847
H 0.7316 -14.2683 18.6887
H 0.0027 -12.2850 18.9316
O 7.2690 -14.1302 19.6398
C 5.8741 -13.9705 19.7536
C 5.2737 -15.0690 20.6558
O 5.1262 -16.2689 20.0245
H 7.6209 -14.4269 18.7974
H 5.6896 -12.9765 20.1612
H 5.4898 -14.0781 18.7393
H 4.3015 -14.7473 21.0290
H 5.7418 -15.0387 21.6397
H 5.6973 -16.8966 20.4732
O -1.0778 -21.6387 18.1128
C -1.4690 -20.2702 18.1780
C -0.5373 -19.6943 19.3401
O 0.7773 -19.5289 19.0172
H -0.1226 -21.7232 18.1581
H -1.2742 -19.7943 17.2170
H -2.4973 -19.9340 18.3114
H -0.7519 -20.0657 20.3422
H -0.8995 -18.6738 19.4641
H 1.2748 -19.0490 19.6834
O 1.3508 -6.8388 18.3148
C 2.4927 -7.5209 18.6808
C 2.4309 -7.8548 20.1767
O 1.3670 -8.8591 20.4572
H 0.6635 -7.1425 18.9122
H 2.6934 -8.3710 18.0288
H 3.1786 -6.7060 18.4490
H 2.1856 -6.9990 20.8056
H 3.3422 -8.2160 20.6533
H 1.5075 -9.0250 21.3923
*
```

The LUMO energy comes out at 0.0043 Eh. The SMILES is OCCO.OCCO.OCCO.OCCO. The HOMO energy is -0.36228 hartree. Its electronic energy is -920.96197 a.u.

---

C8H25BrFeO5 as an isolated structure at a distorted geometry, computed with ωB97M-V/def2-TZVPD.

ORCA input file:
```
! wB97M-V def2-TZVPD RIJCOSX def2/J DEFGRID3
* xyz 0 5
Fe 0.2614 0.0250 -0.2650
O 0.1288 1.1164 -1.8926
H 0.0349 0.5871 -2.6923
Br -0.0540 -1.2952 2.0119
C -1.3523 2.8359 2.6020
C 0.0566 2.4381 2.1821
O 0.0440 1.9525 0.8405
H -1.7469 3.6506 1.9901
H -1.3964 3.1083 3.6599
H -2.0189 1.9754 2.5213
H 0.3229 1.5819 2.8037
H 0.7922 3.2230 2.3616
H -0.3025 2.6498 0.2720
C -3.9536 -1.3975 -0.3911
C -3.1689 -0.2918 0.2284
O -1.9414 -0.0758 -0.5257
H -4.1338 -1.2240 -1.4509
H -4.8983 -1.5773 0.1252
H -3.3876 -2.3276 -0.2841
H -2.8569 -0.4877 1.2484
H -3.7085 0.6594 0.1920
H -2.1760 0.1161 -1.4386
C 3.1012 2.3176 -0.7139
C 3.1895 0.8190 -0.8537
O 2.3617 0.1691 0.1501
H 3.1033 2.5989 0.3397
H 2.1848 2.7048 -1.1626
H 3.9175 2.8363 -1.2229
H 4.2268 0.4954 -0.7554
H 2.8040 0.5000 -1.8204
H 2.9705 -0.2003 0.7938
C 1.3499 -3.8771 -0.5175
C 0.2154 -3.1078 -1.1630
O 0.5888 -1.7753 -1.4917
H 2.2469 -3.9136 -1.1477
H 1.0426 -4.8949 -0.2707
H 1.6867 -3.4191 0.4157
H -0.6066 -3.0544 -0.4504
H -0.1623 -3.6677 -2.0243
H 1.2343 -1.7735 -2.2042
*
```

The LUMO energy (alpha / beta) comes out at 0.0173 / 0.0169 Eh. The expectation value of S² is 6.01. The HOMO energy (alpha / beta) is -0.29860 / -0.27678 hartree. Its electronic energy is -4533.76521 a.u.

---

C8H25HgO9S as an isolated structure at a distorted geometry, computed with ωB97M-V/def2-TZVPD.

ORCA input file:
```
! wB97M-V def2-TZVPD RIJCOSX def2/J DEFGRID3
* xyz -1 1
Hg 1.2823 -0.2795 -0.4434
S 3.4246 2.2283 -3.0309
O 2.1588 2.0258 -2.4545
O 4.1723 1.0146 -2.8793
O 3.2664 2.4796 -4.4237
O 4.1624 3.3121 -2.3119
O 3.8437 -1.3857 0.4733
H 3.9291 -1.1563 1.4191
C 0.3780 2.3780 4.4534
C 1.6632 1.7517 3.9516
O 1.7288 1.6713 2.5543
H -0.5023 1.9569 3.9677
H 0.4113 3.4675 4.4484
H 0.1512 2.0563 5.4699
H 1.9387 0.8709 4.5316
H 2.4548 2.4629 4.1877
H 2.0272 2.5222 2.2250
C -2.2287 -3.5592 2.9560
C -0.8011 -3.1419 2.6808
O -0.6510 -2.8010 1.3293
H -2.6274 -4.2622 2.2246
H -2.8545 -2.6801 3.1100
H -2.4379 -3.9259 3.9609
H -0.0587 -3.9075 2.9066
H -0.3835 -2.2810 3.2029
H -0.7693 -3.6110 0.8278
C 0.2236 -3.2517 -4.8275
C -0.8345 -2.4918 -4.0360
O -0.2413 -1.4309 -3.3644
H -0.2318 -4.2411 -4.8688
H 1.1982 -3.4672 -4.3897
H 0.3712 -2.9072 -5.8510
H -1.2525 -3.1368 -3.2632
H -1.6270 -2.1703 -4.7118
H 0.0437 -0.8521 -4.0752
C -2.6888 3.4420 -1.3218
C -1.8516 2.9599 -0.1323
O -1.7852 1.5197 -0.0711
H -3.7227 3.0967 -1.3191
H -2.2323 3.1437 -2.2656
H -2.8509 4.5173 -1.3962
H -2.5738 3.2264 0.6393
H -0.9330 3.5355 -0.2464
H -2.6900 1.3011 0.1638
*
```

The LUMO energy comes out at -0.0248 Eh. The HOMO energy is -0.15271 hartree. Its electronic energy is -1548.30041 a.u.